[1]
Below is a cluster of 2 separate species, C3H10N2O2 in total, with properties calculated with ωB97M-V/def2-TZVPD.

Properties
Energy above the lowest of the compared OMol25 structures with the same formula, charge and spin = 1.167 eV
E_LUMO = 0.0303 hartree
Orbital gap = 10.2 eV
HOMO = -9.36 eV
SMILES string = CC(=O)NCN.O
Net charge = 0

Bonds (Å) are listed after each position.
CARTESIAN COORDINATES (ANGSTROEM)
1 C -2.4405 0.1875 1.4182  C2 1.498, H7 1.075, H8 1.102, H9 1.080
2 C -1.3254 -0.6855 0.9294  C1 1.498, O3 1.205, N4 1.400
3 O -0.9140 -1.7084 1.4148  C2 1.205
4 N -0.8665 -0.2570 -0.3219  C2 1.400, C5 1.455, H10 1.007
5 C -0.1347 -1.2103 -1.1417  N4 1.455, N6 1.470, H11 1.085, H12 1.102
6 N 0.1496 -0.5168 -2.4062  C5 1.470, H13 1.014, H14 1.014
7 H -3.1647 0.3189 0.6340  C1 1.075
8 H -1.9924 1.1764 1.6080  C1 1.102
9 H -2.9145 -0.0597 2.3563  C1 1.080
10 H -0.5009 0.6763 -0.4197  N4 1.007
11 H -0.6770 -2.1419 -1.2671  C5 1.085
12 H 0.8344 -1.4349 -0.6675  C5 1.102
13 H 0.9517 -0.9847 -2.8139  N6 1.014
14 H -0.5858 -0.7651 -3.0587  N6 1.014
15 O 4.3637 2.0942 1.2684  H16 0.966, H17 0.967
16 H 4.3928 2.7050 0.5205  O15 0.966
17 H 4.8241 2.6060 1.9468  O15 0.967

Results of the natural (NBO) charge analysis, in e, for atoms 1 through 8: C -0.71; C 0.69; O -0.58; N -0.67; C -0.05; N -0.83; H 0.24; H 0.23

---

[2]
Below is a cluster of 2 separate species, C4H9N2O5P in total, with properties calculated with ωB97M-V/def2-TZVPD.

Properties
Energy above the lowest of the compared OMol25 structures with the same formula, charge and spin = 1.043 eV
E_LUMO = 0.0145 hartree
Orbital gap = 9.9 eV
HOMO = -9.46 eV
Net charge = 0

Bonds (Å) are listed after each position.
CARTESIAN COORDINATES (ANGSTROEM)
1 C 2.3971 -0.1499 0.2697  C3 1.507, O7 1.233, O8 1.302
2 C -0.5489 0.2102 1.3074  C4 1.308, O9 1.421, O11 1.351, P12 2.207
3 C 1.8529 -0.1932 1.6740  C1 1.507, C4 1.499, H13 1.107, H14 1.107
4 C 0.5597 0.5209 1.9285  C2 1.308, C3 1.499, H16 1.098
5 N -2.2071 0.5520 -1.3378  P12 1.606, H17 1.052, H18 1.035
6 N -3.4583 -1.2228 0.2251  P12 1.521, H19 0.962
7 O 3.6244 -0.0786 0.1736  C1 1.233
8 O 1.6647 -0.3758 -0.7826  C1 1.302, H15 0.954
9 O -0.7349 -0.8372 0.3656  C2 1.421, P12 1.716
10 O 0.7435 0.6408 -3.1040  H20 0.960, H21 0.962
11 O -1.7471 0.8330 1.2791  C2 1.351, P12 1.719
12 P -2.3121 -0.2367 0.0575  C2 2.207, N5 1.606, N6 1.521, O9 1.716, O11 1.719
13 H 1.7385 -1.2333 2.0344  C3 1.107
14 H 2.6677 0.2172 2.3005  C3 1.107
15 H 0.7802 -0.6847 -0.6052  O8 0.954
16 H 0.4660 1.3103 2.6855  C4 1.098
17 H -2.7850 -0.1418 -1.8776  N5 1.052
18 H -1.3630 0.8383 -1.8640  N5 1.035
19 H -3.9610 -1.0118 1.0176  N6 0.962
20 H 1.0250 0.0105 -2.4367  O10 0.960
21 H 1.5976 1.0326 -3.3107  O10 0.962

Results of the natural (NBO) charge analysis, in e, for atoms 1 through 8: C 0.79; C 0.55; C -0.55; C -0.35; N -1.20; N -1.26; O -0.58; O -0.70

---

[3]
Below is a cluster of 2 separate species, CS3 in total, with properties calculated with ωB97M-V/def2-TZVPD.

Properties
Energy above the lowest of the compared OMol25 structures with the same formula, charge and spin = 1.668 eV
E_LUMO (spin up / spin down) = -0.1038 / -0.1037 hartree
Orbital gap (spin up / spin down) = 7.0 / 7.0 eV
HOMO (spin up / spin down) = -9.83 / -9.78 eV
Net charge = 0

Bonds (Å) are listed after each position.
CARTESIAN COORDINATES (ANGSTROEM)
1 C -1.1195 0.1269 -0.0004  S2 1.552, S3 1.553
2 S -2.5525 -0.4695 0.0002  C1 1.552
3 S 0.3143 0.7235 0.0002  C1 1.553
4 S 3.3577 -0.3808 0.0000  no bonds

Want to see where the charge sits? The natural (NBO) charges in e are: C -0.37; S 0.20; S 0.18; S -0.02

---

no.,M (g mol⁻¹)
1,106.125
2,196.099
3,108.212